[1]
C10H15N5 as an isolated structure at a distorted geometry, computed with wB97M-V/def2-TZVPD.

Each line ends with the natural charge from an NBO analysis.
CARTESIAN COORDINATES (ANGSTROEM)
1 C 0.8548 -1.7900 0.4581  0.079
2 C 0.3406 -0.7106 1.1484  0.126
3 C 0.3898 -2.5549 -0.7734  -0.449
4 C -0.8557 0.0718 0.8856  -0.455
5 C 0.6357 -1.8525 -2.1447  -0.388
6 C -0.6133 1.0371 -0.2185  -0.410
7 C 0.7716 -0.3585 -1.9312  -0.411
8 C -0.5744 0.3841 -1.6359  -0.407
9 C 1.1633 0.2620 3.2516  0.243
10 C -0.7934 3.6643 4.0360  0.058
11 N 2.0267 -2.2239 1.0294  -0.215
12 N 2.1956 -1.5373 2.0859  -0.060
13 N 1.2313 -0.5853 2.1596  -0.232
14 N -0.2080 2.5797 4.1788  -0.395
15 N 0.4779 1.3062 3.1287  -0.479
16 H 1.0056 -3.4325 -0.7893  0.236
17 H -0.6463 -2.8339 -0.6174  0.213
18 H -1.7839 -0.7084 0.8273  0.217
19 H -0.9976 0.7571 1.8304  0.274
20 H 1.6751 -2.1507 -2.4900  0.207
21 H -0.1602 -1.9936 -2.9505  0.209
22 H -1.5214 1.5652 -0.3652  0.215
23 H 0.3118 1.4708 0.1426  0.224
24 H 1.4621 -0.1750 -1.0746  0.205
25 H 1.2739 -0.0431 -2.8838  0.207
26 H -1.4357 -0.2195 -1.8796  0.203
27 H -0.6635 1.2679 -2.3805  0.205
28 H 1.7767 -0.1355 4.2295  0.176
29 H -0.5852 4.4052 3.1244  0.196
30 H -0.2879 1.8429 4.8631  0.411

## Properties
HOMO (spin up / spin down) = -8.56 / -8.56 eV
Relative energy (zero: lowest compared OMol25 entry of this formula, charge and spin) = 163.55 kcal/mol
Frontier orbital gap (spin up / spin down) = 8.41 / 8.41 eV

=====

[2]
C9H24Mn2N3O10S as an isolated structure at a distorted geometry, computed with wB97M-V/def2-TZVPD.

Each line ends with the natural charge from an NBO analysis.
CARTESIAN COORDINATES (ANGSTROEM)
1 Mn -1.4451 -1.8184 -1.0088  1.694
2 Mn -1.4760 0.2918 1.8064  1.655
3 N -3.9876 -0.2297 -0.1617  0.757
4 O -3.4317 -1.1152 -0.9129  -0.646
5 O -5.1275 0.0436 -0.3074  -0.297
6 O -3.2960 0.3491 0.7394  -0.647
7 N -1.6937 -2.7620 2.1661  0.748
8 O -1.8742 -2.8475 0.9161  -0.617
9 O -1.6052 -3.7370 2.8525  -0.317
10 O -1.6495 -1.5925 2.7177  -0.665
11 O -0.5679 -0.4729 0.1665  -1.293
12 H 0.3791 -0.4044 0.0065  0.484
13 C -1.0084 2.9286 4.2014  -0.630
14 C -1.6320 3.1756 2.8394  -0.235
15 N -0.9456 2.4650 1.7313  -0.552
16 C 0.4944 2.7788 1.7412  -0.240
17 C 1.3654 2.1250 0.6616  -0.624
18 C -1.5610 2.8771 0.4301  -0.246
19 C -1.2899 4.3015 -0.0611  -0.640
20 H -0.6741 1.8844 4.2957  0.196
21 H -1.7130 3.1083 5.0088  0.246
22 H -0.1216 3.5330 4.3918  0.224
23 H -2.6710 2.8303 2.8637  0.209
24 H -1.6997 4.2477 2.6321  0.205
25 H 0.6557 3.8610 1.6718  0.200
26 H 0.9324 2.4924 2.6978  0.217
27 H 1.6122 1.0919 0.9264  0.195
28 H 0.9021 2.1238 -0.3227  0.213
29 H 2.3116 2.6597 0.6471  0.240
30 H -2.6422 2.7506 0.4935  0.229
31 H -1.2415 2.1791 -0.3459  0.208
32 H -0.2392 4.4823 -0.2909  0.211
33 H -1.6431 5.0671 0.6254  0.218
34 H -1.8285 4.4167 -1.0019  0.238
35 O 1.5487 -4.9975 -1.9856  -0.881
36 S 1.2498 -3.6520 -2.2894  2.438
37 O 0.2104 -2.9886 -1.5195  -1.063
38 O 2.4789 -2.7459 -2.0548  -0.716
39 C 3.8029 -3.3587 -2.0681  -0.081
40 C 4.3023 -3.6583 -3.4683  -0.652
41 C 0.8883 -3.4198 -3.9932  -0.904
42 H 3.7854 -4.2716 -1.4732  0.219
43 H 4.4547 -2.6622 -1.5491  0.213
44 H 5.3730 -3.8519 -3.4360  0.248
45 H 4.1037 -2.8276 -4.1441  0.220
46 H 3.8357 -4.5671 -3.8535  0.217
47 H -0.1606 -3.6602 -4.1717  0.266
48 H 1.5357 -4.0608 -4.5805  0.276
49 H 1.0035 -2.3630 -4.2299  0.261

## Properties
HOMO (spin up / spin down) = -12.44 / -12.95 eV
2S+1 = 11
Net charge = +1
Relative energy (zero: lowest compared OMol25 entry of this formula, charge and spin) = 0.00 kcal/mol
Frontier orbital gap (spin up / spin down) = 9.31 / 9.29 eV

=====

[3]
A 8-piece molecular cluster, C28H54NO25PS overall at a distorted geometry, computed with wB97M-V/def2-TZVPD.

Each line ends with the Löwdin charge.
CARTESIAN COORDINATES (ANGSTROEM)
1 C -2.0857 -4.7195 1.7325  -0.059
2 C -2.3701 -3.2740 1.0014  -0.271
3 N -1.2488 -2.5487 0.6223  0.083
4 C -3.8341 -2.6374 0.6362  -0.043
5 C -4.8627 -2.4668 1.8966  -0.416
6 O -4.9522 -1.0823 2.4167  -0.001
7 O -4.7321 -3.3046 3.0974  -0.018
8 C -6.0490 -3.0517 3.7719  -0.188
9 O -6.3188 -2.8700 5.0707  0.050
10 O -7.0402 -2.9749 2.6484  -0.093
11 C -6.3032 -3.0229 1.3440  -0.489
12 C -6.9011 -1.9509 0.2313  -0.028
13 P -6.3910 -4.9051 0.9530  0.377
14 S -8.0599 -5.7549 1.4917  0.143
15 H -3.0438 -5.2466 2.1624  0.060
16 H -1.6236 -5.4796 0.9356  0.099
17 H -1.2261 -4.5912 2.5503  0.099
18 H -1.5241 -1.6622 0.1362  0.036
19 H -3.7009 -1.5490 0.1641  0.143
20 H -4.2912 -3.2904 -0.2473  0.129
21 H -4.1846 -1.0043 3.0770  0.145
22 H -7.2362 -2.4731 -0.7739  0.097
23 H -7.7974 -1.3670 0.7613  0.123
24 H -6.0975 -1.1065 -0.0180  0.102
25 H -5.3188 -5.6490 1.6194  -0.004
26 H -6.1794 -5.0504 -0.4908  -0.004
27 C 1.8065 0.9145 -4.8828  -0.039
28 O 1.3351 -0.4317 -4.8746  -0.005
29 C 0.4373 -0.7029 -3.8940  -0.544
30 O 0.0260 0.0879 -3.0595  0.097
31 O 0.0764 -2.0065 -4.0027  -0.003
32 C -0.8715 -2.4363 -3.0277  -0.054
33 H 2.5179 1.0185 -5.7066  0.091
34 H 0.9797 1.6120 -5.0517  0.101
35 H 2.3261 1.1472 -3.9477  0.099
36 H -1.8053 -1.8727 -3.1225  0.095
37 H -0.4590 -2.3375 -2.0184  0.077
38 H -1.0875 -3.4927 -3.2089  0.098
39 C 5.4240 0.3570 -8.2199  -0.052
40 O 5.1985 1.7021 -7.8026  -0.017
41 C 5.5434 2.6375 -8.7231  -0.560
42 O 6.0105 2.4168 -9.8295  0.109
43 O 5.2784 3.8610 -8.1995  -0.011
44 C 5.5941 4.9504 -9.0642  -0.053
45 H 5.1132 -0.3055 -7.4074  0.092
46 H 4.8240 0.1216 -9.1048  0.100
47 H 6.4877 0.1867 -8.4152  0.099
48 H 5.0009 4.8985 -9.9828  0.099
49 H 6.6646 4.9636 -9.2933  0.099
50 H 5.3423 5.8787 -8.5441  0.094
51 C -3.5865 -1.2768 6.1537  -0.044
52 O -3.4913 0.1343 6.3381  -0.005
53 C -2.2531 0.5702 6.6815  -0.558
54 O -1.2639 -0.1288 6.8358  0.102
55 O -2.3060 1.9187 6.8235  -0.009
56 C -1.0647 2.5198 7.1867  -0.052
57 H -4.6189 -1.5133 5.8819  0.071
58 H -2.9324 -1.6047 5.3394  0.096
59 H -3.3455 -1.8045 7.0822  0.102
60 H -0.3097 2.3436 6.4137  0.098
61 H -0.7228 2.1438 8.1564  0.099
62 H -1.2236 3.5982 7.2726  0.095
63 C 2.1521 -3.5806 1.6511  -0.050
64 O 2.8098 -4.8351 1.8182  -0.012
65 C 2.5351 -5.7431 0.8481  -0.561
66 O 1.7996 -5.5679 -0.1107  0.101
67 O 3.2205 -6.8799 1.1294  -0.013
68 C 3.0259 -7.9314 0.1856  -0.054
69 H 2.4438 -2.9326 2.4822  0.095
70 H 2.4636 -3.1029 0.7166  0.099
71 H 1.0651 -3.7079 1.6788  0.064
72 H 3.3723 -7.6276 -0.8075  0.099
73 H 1.9739 -8.2326 0.1548  0.097
74 H 3.6202 -8.7903 0.5092  0.094
75 C -0.2760 2.8629 -2.0389  -0.068
76 O -0.5015 4.2080 -1.6216  -0.010
77 C -0.1566 5.1433 -2.5421  -0.560
78 O 0.3105 4.9227 -3.6485  0.104
79 O -0.4216 6.3668 -2.0185  -0.013
80 C -0.1059 7.4562 -2.8832  -0.050
81 H -0.5868 2.2003 -1.2264  0.093
82 H -0.8760 2.6274 -2.9238  0.093
83 H 0.7877 2.6925 -2.2342  0.091
84 H -0.6991 7.4044 -3.8018  0.098
85 H 0.9646 7.4695 -3.1123  0.096
86 H -0.3577 8.3845 -2.3631  0.094
87 C 0.0521 -3.5123 7.4851  -0.051
88 O 0.7098 -4.7668 7.6523  -0.009
89 C 0.4351 -5.6748 6.6821  -0.559
90 O -0.3004 -5.4996 5.7233  0.098
91 O 1.1205 -6.8117 6.9635  -0.009
92 C 0.9259 -7.8631 6.0197  -0.052
93 H 0.3438 -2.8644 8.3163  0.097
94 H 0.3636 -3.0347 6.5506  0.099
95 H -1.0349 -3.6396 7.5129  0.094
96 H 1.2723 -7.5594 5.0265  0.096
97 H -0.1261 -8.1643 5.9888  0.098
98 H 1.5202 -8.7221 6.3433  0.094
99 C 3.0429 9.5208 -0.2385  -0.051
100 O 3.9255 10.4802 -0.8170  -0.009
101 C 3.7344 10.6854 -2.1446  -0.559
102 O 2.8996 10.1320 -2.8430  0.101
103 O 4.6330 11.6132 -2.5607  -0.009
104 C 4.5483 11.9313 -3.9484  -0.052
105 H 3.2849 9.4366 0.8245  0.095
106 H 2.0025 9.8490 -0.3298  0.097
107 H 3.1826 8.5389 -0.7021  0.098
108 H 3.5681 12.3559 -4.1880  0.098
109 H 4.7482 11.0458 -4.5603  0.098
110 H 5.3118 12.6820 -4.1703  0.094

## Properties
HOMO = -9.08 eV
SMILES = [H]/N=C(/C)C[C@]1(O)OC(=O)O[C@]1(C)[PH2]=S.COC(=O)OC.COC(=O)OC.COC(=O)OC.COC(=O)OC.COC(=O)OC.COC(=O)OC.COC(=O)OC
Frontier orbital gap = 9.03 eV

=====

[4]
C33H64INO13SSi2 as an isolated structure at a distorted geometry, computed with wB97M-V/def2-TZVPD.

Each line ends with the Löwdin charge.
CARTESIAN COORDINATES (ANGSTROEM)
1 C -3.1811 -1.6305 2.6824  0.064
2 C -4.2038 -1.3946 2.0458  -0.127
3 C -5.4898 -0.7250 1.4114  -0.169
4 C -5.1614 -0.4528 -0.1536  -0.232
5 C -4.6416 1.0551 -0.4145  -0.233
6 Si -2.7332 1.2060 -0.4239  0.332
7 N -2.1421 2.7332 -1.1706  -0.044
8 C -2.9958 3.6331 -1.0818  -0.787
9 S -3.7473 4.9755 -0.4934  0.642
10 O -2.0811 0.8857 1.1228  -0.410
11 Si -2.3405 2.1571 2.2516  0.588
12 C -2.1005 -0.2227 -1.5843  -0.690
13 I -1.0838 0.6646 -3.3318  0.916
14 C -1.0447 -1.0745 -0.7550  -0.366
15 C -0.4070 -2.2948 -1.5582  -0.131
16 H -2.1883 -1.6748 3.2066  0.065
17 H -6.3864 -1.4048 1.5206  0.107
18 H -5.6969 0.2958 1.8575  0.100
19 H -4.3850 -1.2335 -0.4288  0.089
20 H -6.0792 -0.6506 -0.8030  0.112
21 H -5.1518 1.7085 0.3563  0.072
22 H -5.0384 1.3432 -1.4466  0.094
23 H -2.0653 3.4287 1.5403  -0.064
24 H -3.7422 2.2031 2.6732  -0.050
25 H -1.3905 2.0996 3.3628  -0.073
26 H -2.9544 -0.8290 -2.0148  0.049
27 H -1.5074 -1.5133 0.1945  0.098
28 H -0.2292 -0.3637 -0.3867  0.105
29 H -1.2019 -2.7713 -2.2051  0.072
30 H 0.4692 -1.8996 -2.1675  0.066
31 H -0.0393 -3.0379 -0.7896  0.056
32 O -9.5106 8.7603 -4.5024  0.102
33 C -8.5485 8.1930 -4.0489  -0.529
34 O -8.5080 7.8766 -2.7402  -0.003
35 C -7.5092 7.0388 -2.1453  -0.232
36 C -6.2794 7.8389 -1.7683  -0.066
37 C -7.3436 7.9132 -4.9069  0.006
38 H -7.2753 6.1883 -2.7893  0.114
39 H -7.9595 6.6255 -1.2406  0.123
40 H -5.8045 8.2839 -2.6446  0.070
41 H -5.5477 7.2042 -1.2641  0.027
42 H -6.5494 8.6621 -1.1029  0.086
43 H -6.7093 8.7997 -4.9336  0.097
44 H -7.6861 7.6856 -5.9167  0.092
45 H -6.7612 7.0537 -4.5803  0.069
46 O 0.7692 -3.1680 1.3886  0.082
47 C 1.8992 -2.8480 1.6731  -0.512
48 O 2.3330 -1.6024 1.4019  -0.004
49 C 3.5788 -1.0659 1.8666  -0.228
50 C 4.7134 -1.4328 0.9321  -0.049
51 C 2.8640 -3.8517 2.2417  0.014
52 H 3.7737 -1.3623 2.8996  0.117
53 H 3.4575 0.0194 1.8749  0.102
54 H 4.8597 -2.5131 0.8821  0.076
55 H 5.6477 -0.9729 1.2615  0.055
56 H 4.4938 -1.0959 -0.0841  0.087
57 H 3.3141 -4.4187 1.4268  0.099
58 H 2.3112 -4.5323 2.8891  0.085
59 H 3.6449 -3.4101 2.8583  0.074
60 O 7.8169 -0.4993 2.0869  0.082
61 C 8.2033 0.6018 1.7740  -0.529
62 O 8.3244 1.5594 2.7080  -0.001
63 C 8.9504 2.8317 2.4879  -0.227
64 C 7.9677 3.8250 1.9044  -0.060
65 C 8.4622 0.9469 0.3323  0.011
66 H 9.8534 2.7275 1.8822  0.112
67 H 9.2768 3.1826 3.4688  0.123
68 H 7.6031 3.5035 0.9265  0.071
69 H 8.4322 4.8070 1.7938  0.086
70 H 7.0931 3.9197 2.5520  0.056
71 H 7.5219 1.2281 -0.1432  0.096
72 H 8.8670 0.0649 -0.1650  0.094
73 H 9.1953 1.7392 0.1950  0.070
74 O -0.0999 -3.2421 -4.5708  0.093
75 C -0.8160 -2.9335 -5.4892  -0.520
76 O -1.6763 -3.8356 -6.0049  -0.004
77 C -2.6979 -3.5190 -6.9573  -0.237
78 C -2.1545 -3.5508 -8.3712  -0.069
79 C -0.7008 -1.5805 -6.1357  -0.037
80 H -3.1812 -2.5702 -6.7145  0.113
81 H -3.4627 -4.2910 -6.8495  0.122
82 H -1.3739 -2.8023 -8.5188  0.067
83 H -2.9518 -3.3655 -9.0941  0.081
84 H -1.7051 -4.5233 -8.5844  0.084
85 H 0.1024 -1.6043 -6.8735  0.098
86 H -0.4599 -0.8448 -5.3624  -0.064
87 H -1.6217 -1.2380 -6.6045  0.070
88 O 4.9956 4.6017 3.2592  0.094
89 C 3.9876 3.9524 3.3975  -0.513
90 O 2.7935 4.5666 3.4608  0.005
91 C 1.5352 3.8810 3.4261  -0.232
92 C 1.1300 3.4158 4.8101  -0.065
93 C 4.0546 2.4617 3.5954  0.016
94 H 1.5508 3.0685 2.6962  0.114
95 H 0.8040 4.6063 3.0635  0.124
96 H 1.8443 2.6983 5.2185  0.071
97 H 0.1453 2.9462 4.7851  0.047
98 H 1.0998 4.2607 5.5018  0.087
99 H 4.2426 2.2481 4.6480  0.104
100 H 4.8790 2.0714 2.9967  0.087
101 H 3.1610 1.9343 3.2667  0.057
102 O 3.4406 -7.2277 2.0986  0.099
103 C 2.4280 -7.8657 2.2494  -0.524
104 O 1.2411 -7.2346 2.3095  -0.006
105 C -0.0282 -7.8994 2.2907  -0.228
106 C -0.4355 -8.3370 3.6829  -0.067
107 C 2.4791 -9.3542 2.4658  0.009
108 H -0.0295 -8.7235 1.5742  0.114
109 H -0.7480 -7.1673 1.9196  0.126
110 H 0.2681 -9.0604 4.0993  0.066
111 H -1.4287 -8.7903 3.6682  0.082
112 H -0.4490 -7.4815 4.3618  0.084
113 H 2.6691 -9.5565 3.5202  0.097
114 H 3.2959 -9.7606 1.8687  0.093
115 H 1.5785 -9.8758 2.1474  0.069

## Properties
HOMO = -8.85 eV
Frontier orbital gap = 8.89 eV

=====

For the records above, the corresponding calculated total energy values read -663.54706 -3973.82470 -3774.43838 -3603.53153 Ha.